98
Properties=species:S:1:pos:R:3:forces:R:3:mulliken_charge:R:1 method="wB97M-V/def2-TZVPD" max_force_ha_per_bohr=0.0866 charge=+1 e_tot_ha=-6442.90186 orbital_gap_ev="8.501 / 9.224" homo_ev="-12.672 / -12.672" multiplicity=5
Cr 1.244 -0.580 3.445 -0.9 1.6 -2.0 0.91
P -0.523 -0.384 0.017 -0.2 1.7 -3.2 1.58
F -0.013 0.058 1.433 1.3 0.1 1.3 -0.14
F -1.924 0.364 0.445 0.1 -0.6 -1.2 -0.22
F 0.012 1.048 -0.597 0.0 -0.4 0.1 -0.61
F -1.047 -0.817 -1.449 -0.5 0.7 0.0 -0.36
F 0.922 -1.064 -0.400 0.0 0.4 0.6 -0.39
F -1.017 -1.735 0.547 -1.0 -2.3 1.5 -0.56
O -1.823 3.106 -7.022 3.1 0.5 1.8 -0.60
S -0.530 3.372 -6.330 -0.7 -0.5 -0.6 1.12
O 0.217 4.614 -6.550 -1.6 -2.1 0.7 -0.57
O -0.727 3.199 -4.686 0.6 1.6 -2.0 -0.31
C -1.502 2.183 -4.112 -0.8 -0.8 1.7 -0.22
C -1.959 2.621 -2.693 -0.6 -1.1 0.1 -1.04
C 0.682 1.980 -6.586 -1.2 0.8 0.0 -0.79
H -0.878 1.304 -3.946 0.2 -0.2 -0.2 0.23
H -2.352 1.853 -4.708 0.0 0.5 -0.3 0.37
H -2.673 3.442 -2.624 0.8 0.6 -0.3 0.48
H -1.169 2.569 -1.943 0.4 1.0 -0.4 0.07
H -2.576 1.849 -2.233 -0.2 -0.8 -0.6 0.41
H 0.634 1.682 -7.634 0.2 0.3 0.0 0.35
H 0.379 1.116 -5.994 -0.1 0.2 0.1 0.24
H 1.631 2.400 -6.255 -0.1 -0.2 -0.2 0.30
O 1.889 3.787 3.267 0.0 0.0 0.5 -0.55
S 0.731 2.981 3.140 -2.7 -1.0 -1.6 0.60
O 0.843 1.529 3.344 0.0 1.4 0.9 -0.17
O -0.546 3.476 4.084 2.5 -0.3 -1.4 -0.14
C -0.436 4.904 4.405 2.0 -0.6 2.5 -0.44
C -1.733 5.530 4.337 -1.3 0.1 -1.2 -1.12
C -0.096 3.236 1.488 0.0 -0.8 1.1 -0.46
H 0.372 5.435 3.903 -0.3 -0.3 -0.8 0.46
H -0.072 4.924 5.432 0.0 -0.2 0.2 0.37
H -2.505 4.954 4.848 0.1 0.2 0.3 0.25
H -1.967 5.472 3.274 -0.7 0.8 -0.1 0.27
H -1.633 6.547 4.717 -0.4 0.0 -0.2 0.42
H -0.497 4.249 1.500 0.5 0.1 -0.2 0.56
H -0.931 2.539 1.415 0.0 0.0 0.6 -0.34
H 0.508 2.921 0.638 0.5 0.6 0.3 0.36
O 2.143 -4.543 2.583 -0.6 1.9 -0.7 -0.65
S 1.800 -3.468 1.664 0.6 -2.8 -2.5 0.74
O 1.329 -2.172 2.149 0.3 -0.8 0.6 -0.13
O 3.105 -3.177 0.694 -2.7 0.6 2.2 -0.27
C 4.077 -4.233 0.592 0.1 0.4 -1.6 -0.21
C 4.852 -3.688 -0.613 1.5 0.2 0.8 -1.06
C 0.664 -4.166 0.300 0.5 0.5 0.2 -1.09
H 3.610 -5.176 0.309 -0.1 -0.1 0.5 0.37
H 4.618 -4.257 1.538 0.2 -0.4 -0.3 0.32
H 5.458 -2.880 -0.201 0.2 0.2 -0.2 0.13
H 4.257 -3.228 -1.401 -0.4 -0.5 0.2 0.30
H 5.571 -4.390 -1.034 -0.2 -0.2 0.0 0.41
H 0.745 -3.584 -0.618 0.2 0.5 0.5 0.29
H -0.399 -4.253 0.528 0.3 0.2 0.6 0.45
H 1.054 -5.147 0.027 0.2 0.0 0.6 0.55
O -0.834 -4.623 -2.278 -0.8 0.1 -1.4 -0.45
S -1.673 -4.723 -3.466 -1.1 0.0 0.7 1.02
O -1.258 -5.535 -4.581 -0.6 1.1 1.0 -0.62
O -3.154 -5.288 -3.008 2.9 -0.8 -2.0 -0.39
C -3.686 -4.794 -1.860 -2.1 0.7 3.3 0.25
C -5.021 -4.178 -2.153 -1.2 0.5 -0.4 -1.21
C -2.328 -3.087 -3.937 1.2 0.2 -1.0 -0.82
H -3.125 -4.132 -1.201 0.9 0.3 -0.8 -0.12
H -3.902 -5.592 -1.149 0.2 -0.6 -0.2 0.37
H -5.012 -3.468 -2.981 0.2 -0.1 -0.2 0.31
H -5.480 -3.608 -1.345 0.3 -0.2 0.4 0.35
H -5.732 -4.969 -2.391 -0.1 0.1 -0.2 0.32
H -3.145 -3.198 -4.651 -0.2 -0.4 0.5 0.40
H -1.594 -2.550 -4.539 0.5 -0.2 0.2 0.40
H -2.538 -2.433 -3.091 -0.2 -0.5 0.2 0.17
O -0.844 -0.424 3.845 -2.9 0.2 0.2 -0.45
S -2.247 0.114 3.959 1.3 0.1 -0.4 1.06
O -2.593 0.681 5.228 0.2 -0.5 -0.6 -0.58
O -2.431 1.215 2.793 3.5 -2.6 1.0 -0.06
C -3.535 2.007 2.858 -3.3 1.9 -0.8 -0.30
C -4.011 2.281 1.383 1.1 -0.5 1.0 -0.94
C -3.525 -1.092 3.440 0.9 0.3 0.8 -1.06
H -3.332 2.935 3.393 0.1 -0.1 0.1 -0.04
H -4.304 1.443 3.385 -0.4 0.5 0.1 0.61
H -4.767 3.053 1.235 -0.2 -0.3 0.5 0.46
H -4.305 1.302 1.006 -0.2 0.3 -0.4 0.26
H -3.128 2.605 0.832 0.0 -0.1 -0.2 0.08
H -3.337 -2.013 3.993 0.2 -0.1 -0.2 0.49
H -3.513 -1.202 2.356 0.1 0.0 0.2 0.23
H -4.454 -0.696 3.850 0.0 0.2 -0.3 0.47
O 2.585 0.196 1.972 1.9 -0.2 -0.8 -0.03
S 3.633 0.837 1.172 2.7 0.9 -0.3 0.76
O 4.028 2.187 1.521 -1.3 -1.3 -0.7 -0.63
O 5.065 -0.011 1.391 -3.2 -1.3 0.0 -0.14
C 6.318 0.426 0.910 1.5 2.0 -0.1 -0.25
C 7.203 0.945 2.035 -0.1 0.6 -0.2 -1.24
C 3.277 0.746 -0.647 -0.8 -0.5 0.5 -0.31
H 6.186 1.225 0.181 -0.2 0.2 0.0 0.28
H 6.985 -0.260 0.388 -1.2 -1.3 -0.1 0.40
H 7.252 0.295 2.909 -0.2 -0.1 -0.1 0.31
H 6.901 1.953 2.320 -0.1 -0.1 0.3 0.26
H 8.206 1.027 1.617 0.1 0.0 0.1 0.42
H 2.218 0.839 -0.890 -0.3 1.1 0.9 -0.30
H 3.270 -0.253 -1.084 1.4 -0.4 0.5 0.24
H 3.862 1.513 -1.154 0.2 -0.3 0.3 0.54